Entry from the OMol25 dataset: the molecule C4H5NO at a distorted geometry (ωB97M-V/def2-TZVPD).

Last columns: bonded neighbours and bond lengths (Å).
Element x y z (Å)
1 C 1.145 0.776 0.091  C2 1.530, H7 1.094, H8 1.096, H9 1.094
2 C -0.158 0.020 -0.177  C1 1.530, C3 1.485, O4 1.417, C5 1.466
3 C -1.093 -0.543 0.830  C2 1.485, O4 1.412, H10 1.092, H11 1.087
4 O -1.302 0.732 0.260  C2 1.417, C3 1.412
5 C -0.204 -0.692 -1.458  C2 1.466, N6 1.157
6 N -0.141 -1.392 -2.377  C5 1.157
7 H 1.839 0.692 -0.752  C1 1.094
8 H 0.884 1.835 0.191  C1 1.096
9 H 1.663 0.452 0.998  C1 1.094
10 H -1.871 -1.249 0.530  C3 1.092
11 H -0.761 -0.632 1.862  C3 1.087

Highest occupied orbital energy: -11.21 eV
SMILES string: C[C@@]1(C#N)CO1
Total charge: 0

Entry from the OMol25 dataset: a cluster of 2 separate species, C14H17N3O in total at a distorted geometry (ωB97M-V/def2-TZVPD).

Last columns: bonded neighbours and bond lengths (Å).
Element x y z (Å)
1 C -3.397 3.046 -1.027  C2 1.529, O15 1.437, H16 1.097, H17 1.096
2 C -2.218 3.431 -0.134  C1 1.529, N3 1.484, H18 1.096, H19 1.096
3 N -1.750 2.227 0.598  C2 1.484, C4 1.368, C13 1.494
4 C -0.419 1.916 0.650  N3 1.368, C5 1.378, H20 1.076
5 C 0.076 0.826 1.333  C4 1.378, C6 1.381, H21 1.072
6 C 1.371 0.356 1.240  C5 1.381, C7 1.425, H22 1.076
7 C 1.831 -0.817 1.906  C6 1.425, C8 1.408, C12 1.411
8 C 2.991 -1.470 1.451  C7 1.408, C9 1.374, H23 1.075
9 C 3.425 -2.636 2.037  C8 1.374, C10 1.385, H24 1.078
10 C 2.734 -3.174 3.109  C9 1.385, C11 1.386, H25 1.078
11 C 1.606 -2.535 3.599  C10 1.386, C12 1.375, H26 1.079
12 C 1.152 -1.379 3.008  C7 1.411, C11 1.375, H27 1.076
13 C -2.833 1.256 0.934  N3 1.494, C14 1.530, H28 1.094, H29 1.094
14 C -4.203 1.938 0.965  C13 1.530, O15 1.438, H30 1.099, H31 1.095
15 O -4.533 2.590 -0.274  C1 1.437, C14 1.438
16 H -3.734 3.883 -1.651  C1 1.097
17 H -3.106 2.229 -1.697  C1 1.096
18 H -1.396 3.854 -0.725  C2 1.096
19 H -2.516 4.190 0.597  C2 1.096
20 H 0.257 2.532 0.083  C4 1.076
21 H -0.615 0.267 1.933  C5 1.072
22 H 2.045 0.846 0.559  C6 1.076
23 H 3.531 -1.052 0.621  C8 1.075
24 H 4.312 -3.124 1.666  C9 1.078
25 H 3.088 -4.076 3.581  C10 1.078
26 H 1.098 -2.931 4.465  C11 1.079
27 H 0.301 -0.874 3.431  C12 1.076
28 H -2.824 0.469 0.175  C13 1.094
29 H -2.625 0.768 1.891  C13 1.094
30 H -5.006 1.222 1.187  C14 1.099
31 H -4.219 2.702 1.750  C14 1.095
32 N 2.093 2.751 3.585  C33 1.245, H35 0.984
33 C 3.318 2.660 3.786  N32 1.245, N34 1.191
34 N 4.490 2.576 3.977  C33 1.191
35 H 1.378 2.406 4.167  N32 0.984

Highest occupied orbital energy: -5.71 eV
Total charge: 0

Repeat the first record exactly.
Entry from the OMol25 dataset: the molecule C4H5NO at a distorted geometry (ωB97M-V/def2-TZVPD).

Last columns: bonded neighbours and bond lengths (Å).
Element x y z (Å)
1 C 1.145 0.776 0.091  C2 1.530, H7 1.094, H8 1.096, H9 1.094
2 C -0.158 0.020 -0.177  C1 1.530, C3 1.485, O4 1.417, C5 1.466
3 C -1.093 -0.543 0.830  C2 1.485, O4 1.412, H10 1.092, H11 1.087
4 O -1.302 0.732 0.260  C2 1.417, C3 1.412
5 C -0.204 -0.692 -1.458  C2 1.466, N6 1.157
6 N -0.141 -1.392 -2.377  C5 1.157
7 H 1.839 0.692 -0.752  C1 1.094
8 H 0.884 1.835 0.191  C1 1.096
9 H 1.663 0.452 0.998  C1 1.094
10 H -1.871 -1.249 0.530  C3 1.092
11 H -0.761 -0.632 1.862  C3 1.087

Highest occupied orbital energy: -11.21 eV
SMILES string: C[C@@]1(C#N)CO1
Total charge: 0